# 1
The following is a DFT calculation (ωB97M-V with the def2-TZVPD basis set) of a molecular structure, C33H21Br2CuF4N2O2PS3.

Atoms and positions in Å:
Br (1.18792, 0.60262, -3.20692)
Br (0.22449, -7.03977, -0.67968)
Cu (-0.29898, -0.15519, -0.05858)
S (-1.19318, -1.39985, 1.66353)
S (0.23437, 0.97933, 1.87806)
S (-0.23207, -0.59080, 4.39548)
P (-1.21966, 1.66774, -1.15861)
F (-3.44015, 3.05951, -2.82916)
F (-1.80649, 2.12963, -7.08825)
F (-3.71052, 3.17324, -5.46421)
F (0.37373, 0.97588, -6.04315)
O (-0.19465, -1.85557, -1.56743)
O (1.75090, -1.26712, -0.00972)
N (4.09155, -3.70013, 2.02759)
N (2.56742, -2.19543, 2.69102)
C (-4.97994, 0.25952, -0.44512)
C (1.21433, 4.68921, 0.01301)
C (0.70617, -5.22826, -0.41338)
C (0.70523, 3.44360, -0.32992)
C (2.91742, -3.19200, 1.80291)
C (-1.46787, 4.43068, -0.68829)
C (-1.67884, 2.04149, -5.77141)
C (4.99470, -1.47300, 5.39348)
C (4.55802, -3.03561, 3.15557)
C (3.60930, -2.10279, 3.59540)
C (1.65928, -4.90605, 0.52133)
C (-4.35804, 1.64261, 1.41663)
C (-2.49725, 2.47448, -3.57153)
C (-0.95559, 5.66927, -0.34104)
C (-0.41777, 1.34843, -3.84667)
C (-1.41085, 1.83660, -2.98331)
C (-1.31044, -2.10420, -2.41169)
C (-0.39634, -0.35575, 2.78570)
C (0.38371, 5.79803, 0.00856)
C (-2.64944, 2.56745, -4.94346)
C (1.42634, -2.59541, -0.07335)
C (-3.17568, 1.98360, 0.77506)
C (0.04736, -4.24874, -1.15243)
C (-3.79917, 0.59254, -1.08721)
C (0.41206, -2.93204, -0.96756)
C (2.00879, -3.56757, 0.71219)
C (5.76207, -3.18047, 3.84272)
C (3.80030, -1.30805, 4.72047)
C (-0.56061, 1.44342, -5.21918)
C (-0.63584, 3.31116, -0.67992)
C (-5.25942, 0.78185, 0.81069)
C (5.96264, -2.39246, 4.95868)
C (-2.89333, 1.46378, -0.48510)
H (-1.60192, 6.53730, -0.34048)
H (-5.68021, -0.41313, -0.92331)
H (-2.10679, -2.61981, -1.87099)
H (-1.66611, -1.13046, -2.73806)
H (1.34796, 2.57136, -0.31924)
H (-1.00783, -2.68920, -3.28192)
H (1.61807, -1.89210, 2.87808)
H (2.25522, 4.78696, 0.29128)
H (6.88487, -2.48360, 5.51762)
H (-6.17700, 0.51229, 1.31680)
H (-4.56523, 2.04380, 2.39986)
H (2.13285, -5.66563, 1.12629)
H (-2.51348, 4.32850, -0.95180)
H (0.77772, 6.76833, 0.28185)
H (3.04522, -0.60356, 5.04536)
H (-3.58980, 0.17470, -2.06630)
H (5.19121, -0.88104, 6.27774)
H (-0.73402, -4.52983, -1.84271)
H (6.50344, -3.89259, 3.50597)
H (2.29598, -1.09789, 0.77476)
H (-2.46613, 2.63619, 1.26738)

Its spin multiplicity is 2. As for the expectation value of S²: 0.7569. The highest occupied orbital energy (spin up / spin down) comes out at -7.79 / -8.08 eV. The value obtained for the LUMO energy (spin up / spin down) is -0.009 / -0.062 Eh.

# 2
The following is a DFT calculation (ωB97M-V with the def2-TZVPD basis set) of a molecular structure, C21H24ClMnNO5SSe3Te.

Atoms and positions in Å:
Te (-2.12603, 5.12207, 2.79706)
Se (-3.63721, 3.54905, 1.75937)
Se (-1.87775, 1.57669, 4.05635)
Se (-0.98080, 3.65957, 4.41134)
Mn (-2.35371, 1.47626, 1.71116)
Cl (-4.12770, -1.83233, -1.08524)
S (0.41572, 1.71868, 0.43378)
O (-4.06275, 0.47495, 1.75856)
O (-3.17362, 1.00620, -0.14140)
O (-2.20870, -1.19994, 3.37610)
O (-0.76092, 2.44513, 1.10446)
O (-1.39093, -0.19500, 1.55307)
N (0.69207, -1.71102, 0.57564)
C (0.13368, 1.96665, -1.34407)
C (-1.32610, -2.55419, 1.62552)
C (-1.02991, -4.95892, 0.26368)
C (-0.27195, -2.71567, 0.71827)
C (3.03633, -0.12139, -1.77927)
C (-0.13609, -3.92708, 0.03942)
C (2.47527, -0.59709, -0.58881)
C (0.61995, -1.52726, -1.85427)
C (3.15631, -0.42692, 0.74255)
C (4.34946, 0.61955, -1.78348)
C (2.39107, -0.36459, -2.98974)
C (1.70952, 2.97355, 0.51046)
C (1.50441, 3.88275, -0.69468)
C (-2.05275, -4.81934, 1.19411)
C (-1.66584, -1.24249, 2.28408)
C (1.25630, -1.29781, -0.63440)
C (-5.00892, -0.57271, -0.18825)
C (-2.18426, -3.62193, 1.87350)
C (1.19975, 2.93293, -1.85121)
C (-4.03459, 0.34696, 0.49550)
C (1.19794, -1.07084, -3.02579)
H (4.08513, 0.13351, 0.66261)
H (2.09958, 2.37791, -2.12580)
H (-5.64137, -1.05271, 0.54997)
H (0.70466, -1.25254, -3.97268)
H (3.37978, -1.40228, 1.18110)
H (0.65860, 4.54930, -0.51378)
H (2.38527, 4.49725, -0.87988)
H (1.60386, 3.44285, 1.48814)
H (5.16504, -0.00696, -1.41659)
H (-0.32883, -2.04695, -1.86816)
H (2.66356, 2.44211, 0.46232)
H (-0.86775, 2.40065, -1.36794)
H (0.68735, -4.05899, -0.65069)
H (-0.90958, -5.88945, -0.27721)
H (0.84846, 3.45391, -2.74175)
H (-5.60803, -0.00836, -0.89882)
H (4.32609, 1.50977, -1.14930)
H (2.52487, 0.09052, 1.47111)
H (0.12192, 0.99457, -1.83403)
H (2.83627, -0.00476, -3.90982)
H (4.60453, 0.93714, -2.79368)
H (0.64682, -0.99409, 1.28014)
H (-2.73955, -5.63373, 1.38250)
H (-2.97393, -3.47311, 2.59883)

Its spin multiplicity is 4. As for the expectation value of S²: 3.7962. The highest occupied orbital energy (spin up / spin down) comes out at -7.64 / -7.67 eV. The value obtained for the LUMO energy (spin up / spin down) is -0.022 / -0.082 Eh. The value obtained for the energy above the lowest of the compared OMol25 structures with the same formula, charge and spin is 0.1609 eV.

Q: What is the formula in the second record?
A: C21H24ClMnNO5SSe3Te

Q: What is the formula in the second record?
A: C21H24ClMnNO5SSe3Te